1.
A cluster of 2 separate species, C2H7BrN2 in total, computed with ωB97M-V with the def2-TZVPD basis set.

Its HOMO energy (alpha / beta) is -6.15 / -9.46 eV. The value obtained for the relative energy (zero: lowest compared OMol25 entry of this formula, charge and spin) is 41.25 kcal per mole. As for the molar mass: 139.0 g/mol. The spin multiplicity is 3. The total energy is -2763.70576 a.u. Its HOMO-LUMO gap (alpha / beta) is 7.058 / 8.051 eV. Its expectation value of S² is 2.009.

Atoms and positions in Å:
C (-0.189, 1.589, -0.095)
C (0.624, 0.584, 0.529)
N (-0.443, -1.882, -0.501)
N (-0.673, -1.095, 0.632)
Br (2.117, -0.011, -0.511)
H (-1.074, 1.025, -0.630)
H (0.315, 2.082, -0.982)
H (-0.774, 2.335, 0.539)
H (1.045, 0.539, 1.571)
H (-1.176, -1.783, -1.127)
H (0.472, -1.850, -0.838)
H (-0.245, -1.533, 1.413)

2.
A structure of composition C6H24KO6, computed with ωB97M-V with the def2-TZVPD basis set.

Its HOMO energy is -12.89 eV. The value obtained for the relative energy (zero: lowest compared OMol25 entry of this formula, charge and spin) is 103.24 kcal per mole. As for the molar mass: 231.4 g/mol. The net charge is +1. The total energy is -1294.06428 a.u. Its HOMO-LUMO gap is 9.690 eV.

Atoms and positions in Å:
K (0.283, 0.225, -0.545)
C (-3.394, 3.255, -2.874)
O (-1.999, 3.504, -2.568)
H (-3.876, 2.487, -2.269)
H (-3.918, 4.202, -2.746)
H (-3.558, 2.854, -3.874)
H (-1.956, 4.463, -2.556)
C (-2.564, 0.956, 4.014)
O (-2.858, 1.087, 2.602)
H (-1.494, 0.836, 4.188)
H (-2.898, 1.882, 4.483)
H (-3.062, 0.097, 4.462)
H (-3.698, 1.541, 2.507)
C (2.401, 3.995, 2.430)
O (2.429, 2.599, 2.475)
H (3.353, 4.448, 2.706)
H (2.128, 4.453, 1.479)
H (1.638, 4.297, 3.148)
H (2.665, 2.336, 3.368)
C (-2.027, -3.908, -2.808)
O (-2.400, -2.548, -2.936)
H (-2.773, -4.531, -2.316)
H (-1.784, -4.251, -3.814)
H (-1.072, -3.992, -2.290)
H (-3.240, -2.485, -3.396)
C (1.769, -2.958, 3.489)
O (1.094, -3.098, 2.270)
H (2.647, -2.341, 3.301)
H (1.137, -2.508, 4.255)
H (2.120, -3.945, 3.792)
H (0.747, -3.986, 2.160)
C (3.982, -1.806, -3.841)
O (3.645, -0.640, -3.066)
H (4.769, -2.417, -3.400)
H (3.147, -2.504, -3.891)
H (4.232, -1.566, -4.874)
H (4.388, -0.032, -3.064)

3.
A structure of composition C18H33B4CaF16N6, computed with ωB97M-V with the def2-TZVPD basis set.

Its HOMO energy is -9.94 eV. The value obtained for the relative energy (zero: lowest compared OMol25 entry of this formula, charge and spin) is 408.81 kcal per mole. As for the molar mass: 720.8 g/mol. The net charge is +1. The total energy is -3409.37455 a.u. Its HOMO-LUMO gap is 4.881 eV.

Atoms and positions in Å:
Ca (5.256, 3.227, 0.759)
C (-4.457, 5.958, 2.866)
C (-4.740, 5.227, 4.223)
N (-6.133, 5.511, 4.793)
C (-6.547, 6.719, 5.388)
C (-7.742, 6.436, 6.042)
N (-8.089, 5.093, 5.899)
C (-7.041, 4.529, 5.184)
C (-9.237, 4.383, 6.408)
H (-3.386, 6.010, 2.672)
H (-4.846, 6.974, 2.925)
H (-4.965, 5.494, 2.020)
H (-3.982, 5.408, 4.986)
H (-4.412, 4.205, 4.030)
H (-5.907, 7.574, 5.227)
H (-8.375, 7.093, 6.621)
H (-7.130, 3.512, 4.834)
H (-9.842, 4.936, 7.127)
H (-8.872, 3.484, 6.905)
H (-9.841, 4.074, 5.556)
C (2.366, -7.497, 2.633)
C (2.519, -6.739, 1.196)
N (1.203, -6.568, 0.567)
C (0.718, -7.253, -0.555)
C (-0.392, -6.589, -1.071)
N (-0.644, -5.556, -0.178)
C (0.341, -5.498, 0.780)
C (-1.858, -4.715, -0.159)
H (1.836, -8.447, 2.560)
H (1.936, -6.741, 3.290)
H (3.375, -7.684, 3.001)
H (3.183, -7.242, 0.493)
H (2.886, -5.725, 1.358)
H (1.304, -8.094, -0.894)
H (-1.026, -6.913, -1.883)
H (0.492, -4.622, 1.394)
H (-2.036, -4.097, -1.038)
H (-1.888, -4.031, 0.689)
H (-2.812, -5.156, 0.132)
C (0.144, 1.224, -8.701)
C (-0.841, 0.240, -8.012)
N (-0.063, -0.810, -7.512)
C (-0.242, -2.209, -7.604)
C (0.766, -2.924, -6.993)
N (1.478, -2.029, -6.256)
C (1.053, -0.757, -6.651)
C (2.468, -2.430, -5.347)
H (0.648, 0.707, -9.518)
H (0.762, 1.676, -7.925)
H (-0.402, 2.068, -9.122)
H (-1.673, -0.181, -8.575)
H (-1.356, 0.667, -7.152)
H (-1.034, -2.700, -8.150)
H (0.844, -4.001, -7.000)
H (1.328, 0.199, -6.232)
H (1.964, -2.284, -4.391)
H (3.294, -1.720, -5.402)
H (2.838, -3.455, -5.363)
B (8.739, -0.381, -2.072)
F (9.143, -0.332, -3.329)
F (8.691, -1.658, -1.529)
F (9.803, 0.185, -1.465)
F (7.604, 0.419, -1.914)
B (0.742, 1.389, -0.289)
F (1.015, 2.618, 0.366)
F (-0.108, 0.492, 0.404)
F (0.305, 1.473, -1.510)
F (2.033, 0.815, -0.506)
B (5.717, -1.066, 4.418)
F (4.405, -1.344, 4.416)
F (5.967, -0.497, 5.630)
F (6.408, -2.215, 4.187)
F (5.961, -0.222, 3.513)
B (4.068, 6.464, 3.781)
F (4.717, 7.500, 4.375)
F (2.780, 6.498, 4.119)
F (4.169, 6.649, 2.373)
F (4.651, 5.255, 4.156)

4.
A cluster of 10 separate species, C29H56N8O21 in total, computed with ωB97M-V with the def2-TZVPD basis set.

The SMILES is O=C1C=C(O)C(=O)C=C1O.O=C1C=C(O)C(=O)C=C1O.C[N+](=O)[O-].C[N+](=O)[O-].C[N+](=O)[O-].C[N+](=O)[O-].C[N+](=O)[O-].COC[C@H](C)N.COC[C@H](C)N.COC[C@H](C)N. Its HOMO energy is -9.35 eV. As for the molar mass: 852.8 g/mol. The total energy is -3155.98088 a.u. Its HOMO-LUMO gap is 7.099 eV.

Atoms and positions in Å:
O (2.449, 3.091, 0.096)
C (1.719, 2.176, 0.582)
C (1.057, 1.150, -0.209)
C (0.154, 0.303, 0.355)
O (-0.615, -0.606, -0.402)
C (-0.175, 0.279, 1.799)
O (-0.899, -0.463, 2.311)
C (0.552, 1.297, 2.587)
C (1.444, 2.127, 2.043)
O (2.288, 2.758, 2.942)
H (1.218, 1.115, -1.277)
H (-1.220, -1.064, 0.186)
H (0.509, 1.323, 3.666)
H (2.792, 3.319, 2.347)
O (-5.837, -0.603, -3.739)
C (-5.480, -1.594, -2.981)
C (-4.534, -1.422, -1.839)
C (-4.120, -2.522, -1.155)
O (-3.246, -2.386, -0.128)
C (-4.577, -3.921, -1.345)
O (-4.300, -4.905, -0.557)
C (-5.429, -4.033, -2.463)
C (-5.938, -2.996, -3.168)
O (-6.840, -3.135, -4.175)
H (-4.085, -0.490, -1.531)
H (-3.076, -3.292, 0.142)
H (-5.834, -4.968, -2.822)
H (-7.130, -2.257, -4.432)
C (4.056, 0.012, -4.543)
N (3.113, 1.199, -4.204)
O (1.925, 0.833, -4.143)
O (3.606, 2.348, -4.214)
H (5.004, 0.070, -4.008)
H (4.147, 0.037, -5.629)
H (3.571, -0.934, -4.302)
C (-2.323, 1.684, 4.607)
N (-2.181, 1.938, 6.025)
O (-1.693, 0.995, 6.652)
O (-2.354, 3.071, 6.493)
H (-2.150, 0.614, 4.495)
H (-1.701, 2.383, 4.048)
H (-3.373, 1.828, 4.352)
C (1.900, 6.682, 0.071)
N (2.939, 6.458, 1.101)
O (2.840, 5.383, 1.775)
O (3.851, 7.256, 1.237)
H (2.245, 7.397, -0.676)
H (1.048, 7.024, 0.659)
H (1.700, 5.781, -0.508)
C (5.120, 1.448, 2.368)
N (5.745, 1.307, 1.063)
O (4.974, 1.213, 0.121)
O (6.947, 1.043, 1.046)
H (5.861, 1.118, 3.094)
H (4.289, 0.743, 2.389)
H (4.934, 2.516, 2.484)
C (1.434, -0.703, 6.208)
N (1.377, -2.127, 6.626)
O (2.386, -2.804, 6.556)
O (0.277, -2.556, 7.068)
H (2.443, -0.645, 5.800)
H (1.411, 0.048, 6.998)
H (0.672, -0.721, 5.430)
C (-1.984, -6.029, -3.007)
O (-1.973, -4.567, -2.910)
C (-0.702, -4.055, -3.204)
C (-0.771, -2.570, -3.461)
C (-1.257, -2.135, -4.782)
N (0.609, -2.061, -3.363)
H (-1.542, -6.499, -3.885)
H (-3.002, -6.417, -3.037)
H (-1.468, -6.506, -2.173)
H (-0.171, -4.363, -2.303)
H (-0.252, -4.557, -4.060)
H (-1.406, -2.026, -2.762)
H (-2.192, -2.596, -5.103)
H (-0.534, -2.525, -5.499)
H (-1.258, -1.062, -4.971)
H (0.636, -1.081, -3.605)
H (0.931, -2.061, -2.406)
C (1.825, -2.779, 2.558)
O (3.065, -2.104, 2.195)
C (3.020, -1.506, 0.855)
C (3.955, -2.191, -0.165)
C (5.291, -2.149, 0.457)
N (4.074, -1.410, -1.384)
H (1.094, -2.046, 2.899)
H (1.964, -3.583, 3.281)
H (1.361, -3.394, 1.787)
H (2.038, -1.561, 0.386)
H (3.192, -0.438, 0.993)
H (3.716, -3.231, -0.385)
H (5.504, -1.484, 1.295)
H (6.094, -1.839, -0.211)
H (5.467, -3.141, 0.873)
H (4.836, -1.771, -1.940)
H (4.258, -0.435, -1.196)
C (-3.370, 1.632, 1.088)
O (-3.942, 1.884, -0.178)
C (-3.134, 2.511, -1.193)
C (-3.356, 4.015, -1.150)
C (-3.251, 4.681, 0.265)
N (-4.629, 4.503, -1.680)
H (-2.285, 1.572, 1.005)
H (-3.733, 0.734, 1.587)
H (-3.615, 2.384, 1.838)
H (-2.064, 2.315, -1.135)
H (-3.520, 2.250, -2.178)
H (-2.551, 4.513, -1.691)
H (-2.339, 4.489, 0.831)
H (-4.044, 4.410, 0.963)
H (-3.252, 5.759, 0.105)
H (-4.776, 3.949, -2.512)
H (-5.443, 4.348, -1.103)

5.
A structure of composition C2H7O2, computed with ωB97M-V with the def2-TZVPD basis set.

Its HOMO energy is -3.47 eV. The value obtained for the relative energy (zero: lowest compared OMol25 entry of this formula, charge and spin) is 10.28 kcal per mole. As for the molar mass: 63.1 g/mol. The net charge is -1. The total energy is -230.86827 a.u. Its HOMO-LUMO gap is 8.052 eV.

Atoms and positions in Å:
C (0.319, 0.018, 0.992)
O (1.246, 0.008, -0.014)
C (-1.149, -0.265, 0.645)
H (0.704, -0.642, 1.779)
H (0.201, 1.025, 1.399)
H (-1.886, 0.144, 1.401)
H (-1.455, 0.143, -0.361)
H (-1.351, -1.347, 0.421)
H (0.937, 0.032, -1.207)
H (1.541, 0.777, -2.639)
O (0.892, 0.108, -2.416)

6.
A structure of composition C16H26N5O8Tl, computed with ωB97M-V with the def2-TZVPD basis set.

Its HOMO energy is -8.61 eV. The value obtained for the relative energy (zero: lowest compared OMol25 entry of this formula, charge and spin) is 15.07 kcal per mole. As for the molar mass: 620.8 g/mol. The total energy is -1673.51270 a.u. Its HOMO-LUMO gap is 8.051 eV.

Atoms and positions in Å:
Tl (-0.004, 0.066, -0.103)
O (0.255, -3.747, -1.790)
C (-0.224, -2.841, -1.146)
O (0.509, -1.962, -0.492)
C (-1.742, -2.816, -0.924)
C (-2.111, -2.576, 0.549)
C (-3.546, -3.039, 0.821)
C (-4.367, -1.901, 0.157)
C (-3.253, -1.019, -0.409)
O (-2.235, -1.136, 0.615)
C (-2.594, -1.697, -1.628)
C (-1.883, -0.677, -2.526)
O (-2.165, -0.642, -3.704)
O (-1.107, 0.201, -1.940)
H (-2.079, -3.794, -1.255)
H (-1.369, -2.914, 1.267)
H (-3.738, -4.018, 0.384)
H (-3.739, -3.098, 1.891)
H (-5.041, -2.250, -0.624)
H (-4.950, -1.352, 0.895)
H (-3.509, 0.026, -0.557)
H (-3.344, -2.154, -2.265)
C (-1.549, 4.460, 1.052)
N (-1.113, 3.697, 2.216)
C (-1.521, 4.221, 3.516)
C (-0.905, 2.356, 2.027)
N (-1.231, 1.703, 0.982)
N (-0.244, 1.736, 3.094)
C (0.301, 0.460, 3.173)
N (0.901, 0.229, 4.382)
N (0.276, -0.374, 2.206)
H (-1.373, 5.514, 1.250)
H (-2.614, 4.320, 0.831)
H (-0.953, 4.179, 0.185)
H (-1.541, 5.305, 3.449)
H (-0.818, 3.976, 4.312)
H (-2.515, 3.874, 3.812)
H (-1.713, 2.257, 0.286)
H (0.095, 2.374, 3.791)
H (0.650, 0.782, 5.183)
H (1.185, -0.714, 4.582)
H (0.704, -1.272, 2.399)
C (4.356, 1.637, 0.303)
C (3.235, 1.024, -0.521)
C (3.746, 0.353, -1.781)
O (2.557, 0.022, 0.272)
C (2.237, 2.137, -0.911)
O (2.694, 3.152, -1.404)
O (0.990, 1.957, -0.606)
H (5.093, 0.873, 0.571)
H (3.962, 2.097, 1.216)
H (4.845, 2.416, -0.278)
H (4.515, -0.380, -1.527)
H (4.162, 1.103, -2.453)
H (2.932, -0.168, -2.291)
H (2.958, -0.010, 1.144)